ORCA calculation (wB97M-V/def2-TZVPD) on a structure of composition C50H51NP2PdS2.

The total energy comes out at -97898.30313 eV. The value obtained for the orbital gap is 5.37 eV. Its charge is -2. For the molecular weight, the calculation gives 898.5 g mol⁻¹. The spin multiplicity is 1.

```
107
C50H51NP2PdS2, DFT wB97M-V/def2-TZVPD
Pd 0.50631 -0.99827 -1.28656
S 1.34308 2.95122 -1.13708
P -0.36235 2.30100 -0.40811
C -0.63024 0.59081 -0.57376
P -2.24071 -0.04322 -0.69161
S -2.32299 -1.81872 -1.53093
C -3.06383 -0.18522 0.94674
C -3.48647 -1.41736 1.42845
C -4.06891 -1.51076 2.67744
C -4.23151 -0.37842 3.45798
C -3.80038 0.85333 2.98663
C -3.21098 0.94434 1.74218
C -3.47160 0.95674 -1.60497
C -3.12676 1.13792 -2.94107
C -3.97658 1.79080 -3.80547
C -5.18765 2.28255 -3.34003
C -5.53918 2.09481 -2.01322
C -4.69386 1.43014 -1.14483
C -0.25048 2.71736 1.38587
C -0.15866 4.02880 1.84123
C 0.05286 4.27964 3.18459
C 0.21230 3.22616 4.07291
C 0.14796 1.92035 3.61761
C -0.08161 1.66873 2.27930
C -1.65226 3.45005 -1.01364
C -2.64529 4.06648 -0.25587
C -3.56721 4.89335 -0.86877
C -3.52097 5.11358 -2.23689
C -2.53176 4.50278 -2.99475
C -1.61505 3.67472 -2.39030
H -3.36249 -2.28910 0.80210
H -4.39641 -2.47394 3.04770
H -4.68618 -0.45178 4.43925
H -3.91726 1.74363 3.59491
H -2.86018 1.89354 1.35981
H -2.17380 0.75044 -3.28175
H -3.69011 1.93059 -4.83918
H -5.84725 2.82583 -4.00596
H -6.48472 2.48011 -1.64812
H -4.98346 1.27490 -0.11352
H -0.24114 4.84636 1.13555
H 0.09560 5.30129 3.54575
H 0.39781 3.42739 5.12104
H 0.27155 1.09401 4.30706
H -0.13739 0.65187 1.89928
H -2.68908 3.91888 0.81683
H -4.33455 5.37466 -0.27387
H -4.24943 5.75779 -2.70944
H -2.48954 4.67201 -4.06067
H -0.83607 3.19282 -2.96724
C 2.20884 -5.65620 3.55661
C 1.53021 -4.94762 2.41135
C 0.35444 -5.45596 1.88164
C -0.27486 -4.77960 0.83585
C -1.54246 -5.31213 0.23025
C 0.26806 -3.61308 0.36237
C 1.46232 -3.04043 0.87435
C 2.08291 -3.78101 1.91212
N 1.84614 -1.88458 0.32019
C 3.04067 -1.14799 0.66997
C 3.00869 -0.64968 2.12894
C 4.21855 0.22978 2.42588
C 4.20899 1.44840 1.50813
C 4.27087 0.98178 0.05578
C 5.56037 0.19314 -0.17248
C 5.55954 -1.03266 0.74033
C 5.49805 -0.57617 2.19895
C 4.35511 -1.92061 0.42127
C 3.08102 0.08091 -0.25359
H 1.65289 -6.54866 3.84298
H 2.27382 -5.00323 4.42934
H 3.22426 -5.95477 3.28912
H -0.07389 -6.36818 2.28128
H -1.81509 -6.27423 0.66495
H -1.42527 -5.43349 -0.84574
H -2.36051 -4.61106 0.38856
H -0.22912 -3.06861 -0.44912
H 3.00663 -3.44793 2.36417
H 2.99323 -1.49829 2.81251
H 2.08512 -0.08777 2.27669
H 4.17543 0.55703 3.47492
H 5.06266 2.09662 1.73478
H 3.29511 2.02472 1.66134
H 4.24159 1.85696 -0.60453
H 6.43609 0.81593 0.03817
H 5.62192 -0.12621 -1.21661
H 6.48518 -1.60908 0.58205
H 6.37354 0.04098 2.43082
H 5.51382 -1.44640 2.86415
H 4.39645 -2.82373 1.02854
H 4.38208 -2.23450 -0.62681
H 3.15805 -0.26537 -1.29396
H 2.13978 0.64417 -0.15470
C 1.41389 -2.21438 -2.79072
C 0.61939 -1.31235 -3.56050
C 0.98181 0.06204 -3.73356
C 0.26969 0.88083 -4.58326
C -0.82568 0.40255 -5.29910
C -1.22946 -0.91940 -5.11001
C -0.53836 -1.75353 -4.26814
H 2.49080 -2.03974 -2.76276
H 1.14413 -3.26880 -2.85865
H 1.87035 0.45232 -3.23329
H 0.57425 1.91448 -4.69751
H -1.37053 1.05202 -5.97212
H -2.10099 -1.29440 -5.63416
H -0.86166 -2.77780 -4.12962
```

Atomic partial charges in e from the Löwdin method, atoms 1 to 8: number 1, Pd, carries 0.675; number 2, S, carries 0.243; number 3, P, carries 0.351; number 4, C, carries -0.623; number 5, P, carries 0.373; number 6, S, carries 0.332; number 7, C, carries -0.325; number 8, C, carries -0.104